Formula: C22H27AsN5O7P2SW
Source: the OMol25 dataset
Level of theory: ωB97M-V/def2-TZVPD

The geometry in XYZ format:
```
66
Properties=species:S:1:pos:R:3:forces:R:3:nbo_charge:R:1
W 0.47047 -1.46822 -0.31305 -0.2 -0.2 0.1 1.40
S -1.48685 -2.92816 -0.27712 0.1 -0.1 0.1 -0.09
C -2.95159 -1.93608 -0.11747 -0.1 0.1 0.0 -0.15
C -4.17304 -2.51497 -0.46738 0.1 0.0 0.0 -0.21
C -5.35401 -1.81531 -0.29642 0.0 0.0 0.0 -0.17
C -5.35077 -0.53010 0.23462 0.0 0.0 0.0 -0.24
C -4.14821 0.05228 0.59133 0.1 0.0 0.0 -0.13
C -2.95636 -0.64116 0.40191 0.0 0.0 0.0 -0.41
As -1.24136 -0.00827 0.95147 0.0 0.1 -0.1 1.10
C -1.28724 -0.14242 2.87522 0.0 0.1 0.1 -0.25
C -1.30867 0.98021 3.69697 0.0 -0.1 -0.1 -0.23
C -1.38777 0.82049 5.07408 0.0 0.0 0.0 -0.21
C -1.45365 -0.45027 5.62237 0.0 0.0 0.1 -0.19
C -1.44866 -1.56797 4.79948 0.0 0.0 0.0 -0.19
C -1.36236 -1.42097 3.42440 0.0 0.0 -0.1 -0.23
C -1.06770 1.86257 0.52890 -0.1 0.1 0.0 -0.37
C -1.91847 2.48603 -0.37846 0.0 0.0 0.0 -0.15
C -1.68966 3.80549 -0.74835 0.0 0.0 0.0 -0.21
C -0.61325 4.50353 -0.22059 0.0 0.0 0.0 -0.20
C 0.24806 3.87774 0.67228 0.0 0.0 0.0 -0.20
C 0.02874 2.55837 1.04330 0.0 0.0 0.0 -0.25
H -4.18446 -3.52058 -0.86740 0.0 0.0 0.0 0.23
H -6.29019 -2.28090 -0.57510 0.0 0.0 0.0 0.23
H -6.27779 0.00763 0.37804 0.0 0.0 0.0 0.23
H -4.13397 1.04439 1.02863 0.0 0.0 0.0 0.21
H -1.28273 1.97464 3.27129 0.0 0.0 0.0 0.22
H -1.40625 1.69100 5.71625 0.0 0.0 0.0 0.22
H -1.51724 -0.57294 6.69556 0.0 0.0 0.0 0.22
H -1.51423 -2.55906 5.22874 0.0 0.0 0.0 0.22
H -1.34932 -2.29185 2.78054 0.0 0.0 0.0 0.24
H -2.75867 1.94874 -0.80128 0.0 0.0 0.0 0.22
H -2.35975 4.28962 -1.44644 0.0 0.0 0.0 0.23
H -0.44888 5.53601 -0.49911 0.0 0.0 0.0 0.23
H 1.08823 4.41803 1.08981 0.0 0.0 0.0 0.23
H 0.70965 2.07185 1.73410 0.0 0.0 0.0 0.24
O 2.60273 -1.40205 3.22978 0.0 0.0 0.0 -0.97
P 2.20490 -1.71067 1.75274 0.3 0.0 0.1 2.59
O 0.89689 -2.45100 1.57569 -0.4 -0.3 -0.1 -1.05
O 2.00225 -0.44101 0.94788 0.0 0.2 0.0 -1.08
O 3.41698 -2.53140 1.14675 0.1 0.1 -0.1 -1.07
P 3.44324 -2.83191 -0.49579 0.1 -0.4 0.5 2.55
O 3.96520 -1.44560 -1.10813 0.0 0.4 0.0 -1.02
O 4.28414 -3.98366 -0.76649 0.0 0.1 0.0 -1.06
O 1.96584 -2.81804 -0.86858 0.0 0.2 -0.5 -1.12
H 2.80751 -2.16149 3.79151 0.0 0.0 0.0 0.54
H 4.83254 -1.16273 -0.79755 0.1 -0.2 0.0 0.52
C 3.37389 1.59538 -3.88313 0.0 0.0 -0.1 -0.42
N 2.75086 1.35644 -2.58731 0.0 0.3 0.1 -0.39
C 3.03978 2.29886 -1.50639 -0.1 0.0 0.0 -0.43
C 1.88384 0.36478 -2.36712 0.3 0.2 -0.2 0.69
N 1.11687 0.29186 -1.32638 -0.4 0.0 0.2 -0.81
N 1.81729 -0.60874 -3.33241 -0.2 -0.5 -0.2 -0.62
C 0.79338 -1.53479 -3.42462 -0.2 -0.2 0.3 0.67
N 0.70064 -2.15425 -4.61482 0.1 0.1 0.0 -0.78
N 0.00670 -1.77141 -2.42504 0.2 0.2 0.0 -0.77
H 3.62000 2.65062 -3.96062 0.0 0.0 0.0 0.23
H 2.68792 1.36707 -4.69830 0.0 0.0 0.0 0.22
H 4.29459 1.01819 -3.99976 0.0 0.0 0.0 0.21
H 3.98026 2.79641 -1.72265 0.1 0.0 0.0 0.23
H 3.12842 1.76411 -0.55993 0.0 0.0 0.0 0.23
H 2.26042 3.06089 -1.41966 0.0 0.0 0.0 0.21
H 1.11190 1.12813 -0.75379 0.1 0.0 0.0 0.42
H 2.62635 -0.78129 -3.90745 0.0 0.1 0.1 0.43
H 1.20277 -1.81297 -5.41474 -0.1 0.0 0.0 0.41
H 0.12919 -2.97326 -4.72164 0.0 0.0 0.0 0.43
H -0.76935 -2.39584 -2.61316 0.0 0.0 -0.1 0.42
```
Positions in Å, forces in eV/Å.

net charge = +1
energy = -5038.97737 a.u.
LUMO level (alpha / beta) = -2.31 / -2.90 eV
HOMO energy (alpha / beta) = -10.234 / -10.529 eV
Kohn-Sham gap (alpha / beta) = 7.92 / 7.63 eV
2S+1 = 3
energy relative to the best compared isomer or geometry (same formula, charge and spin) = 0.00 kcal/mol
<S²> = 2.012